Record 1
C3H2O3Tm | ωB97M-V with the def2-TZVPD basis set

Results
Multiplicity ... 3
LUMO (spin up / spin down) ... 3.0 / 2.4 eV
Total charge ... -1

Structure (XYZ):
```
9
C3H2O3Tm ωB97M-V with the def2-TZVPD basis set
C 1.869 0.037 -0.037
C 0.649 -0.822 0.347
O -0.577 -0.120 0.258
C -1.464 -0.393 -0.820
O -2.209 0.596 -0.937
O 1.549 1.226 -0.264
Tm -1.188 2.337 0.386
H 0.761 -1.164 1.392
H 0.610 -1.698 -0.325
```

Record 2
C3H2O4 | ωB97M-V with the def2-TZVPD basis set

Results
Multiplicity ... 1
SMILES string ... O=C=CO.O=C=O
Relative energy (zero: lowest compared OMol25 entry of this formula, charge and spin) ... 1.466 eV
LUMO ... -0.2 eV

Structure (XYZ):
```
9
C3H2O4 ωB97M-V with the def2-TZVPD basis set
C -0.511 -1.052 0.042
C -1.070 0.035 0.413
C 0.750 1.432 -0.718
O 1.337 1.528 0.273
O -1.660 1.012 0.890
O 0.337 1.341 -1.782
O 0.693 -1.574 0.422
H -0.875 -1.477 -0.815
H 1.000 -1.244 1.276
```

Record 3
C3H2S2 | ωB97M-V with the def2-TZVPD basis set

Results
Multiplicity ... 1
Relative energy (zero: lowest compared OMol25 entry of this formula, charge and spin) ... 1.413 eV
LUMO ... -0.1 eV

Structure (XYZ):
```
7
C3H2S2 ωB97M-V with the def2-TZVPD basis set
C 0.747 -0.138 1.472
C -1.763 0.723 -2.713
C 1.065 -0.168 0.219
S -2.674 0.011 -1.724
S 1.370 -0.191 -1.306
H 0.568 0.794 1.982
H 0.687 -1.031 2.069
```

Record 4
C3H30N2O11P | ωB97M-V with the def2-TZVPD basis set

Results
Multiplicity ... 1
LUMO ... 1.9 eV
Total charge ... -1

Structure (XYZ):
```
47
C3H30N2O11P ωB97M-V with the def2-TZVPD basis set
N 4.054 0.667 -0.284
C 4.069 -0.379 -1.343
P 2.379 -1.150 -1.763
O 1.822 -1.181 -0.089
C 0.500 -0.719 -0.197
C 0.690 0.642 -0.930
N -0.544 1.353 -1.276
O 1.565 0.405 -1.989
H 3.876 0.236 0.612
H 4.948 1.140 -0.274
H 4.803 -1.163 -1.150
H 4.410 0.120 -2.260
H 2.942 -2.484 -1.510
H 2.787 -1.114 -3.149
H 1.203 -1.858 -2.236
H 0.006 -0.556 0.774
H -0.196 -1.415 -0.684
H 1.196 1.244 -0.155
H -0.501 1.685 -2.228
H -0.598 2.144 -0.656
O 3.182 0.982 -4.445
H 2.687 0.513 -5.120
H 2.538 1.094 -3.725
O -1.087 0.912 2.370
H -1.390 1.695 2.842
H -0.437 0.518 2.964
O 6.858 -1.573 -2.249
H 6.818 -0.659 -2.545
H 7.678 -1.634 -1.750
O 3.697 -2.622 1.962
H 3.948 -3.485 1.623
H 3.040 -2.309 1.323
O -4.002 1.025 0.644
H -3.980 1.918 0.278
H -3.147 0.926 1.082
O -2.604 -1.696 3.273
H -2.194 -0.905 2.902
H -3.364 -1.858 2.707
O -5.916 -0.367 2.304
H -5.261 0.195 1.855
H -6.728 0.146 2.253
O -5.059 3.716 -0.794
H -5.636 3.085 -1.236
H -5.663 4.339 -0.380
O -7.976 -0.296 4.485
H -7.133 -0.145 4.041
H -8.281 -1.132 4.123
```

Record 5
C3H31O15S2 | ωB97M-V with the def2-TZVPD basis set

Results
Multiplicity ... 1
Relative energy (zero: lowest compared OMol25 entry of this formula, charge and spin) ... 0.000 eV
LUMO ... 2.3 eV
Total charge ... -1

Structure (XYZ):
```
51
C3H31O15S2 ωB97M-V with the def2-TZVPD basis set
C -0.102 -0.646 -0.080
C 0.110 -1.204 -1.584
O -0.673 -2.107 -1.921
O 0.904 -0.512 -2.238
C 1.021 0.248 0.325
S 0.911 0.578 2.167
S 2.774 1.207 2.986
H -1.049 -0.153 -0.298
H -0.292 -1.480 0.641
H 2.077 -0.227 0.195
H 1.045 1.181 -0.164
H 3.488 0.144 2.989
H 2.629 -3.972 0.098
H 2.518 -2.780 1.008
O 2.462 -3.742 1.017
H 1.513 2.545 -2.225
H 0.600 1.396 -2.011
O 0.568 2.341 -2.305
H -2.781 1.427 -0.033
H -1.931 2.292 0.676
O -2.866 2.057 0.698
H -0.005 4.260 1.917
H -1.084 3.847 2.861
O -0.969 4.342 2.053
H 0.276 3.472 -0.783
H 0.053 4.602 0.160
O 0.795 4.042 -0.137
H 1.155 -2.032 3.988
H 0.644 -2.829 2.873
O 1.472 -2.650 3.321
H -3.791 -2.024 0.883
H -2.931 -3.322 1.154
O -3.130 -2.421 1.462
H -2.221 -1.413 -1.714
H -3.378 -0.577 -2.450
O -2.762 -0.545 -1.712
H -0.236 -1.342 -4.144
H -0.167 0.130 -4.723
O -0.353 -0.780 -4.932
H 2.261 0.412 -2.675
H 3.728 1.258 -2.983
O 2.841 1.197 -2.662
H -1.563 -2.692 2.482
H -1.221 -1.350 3.324
O -1.069 -2.284 3.191
H -1.483 2.571 -3.343
H -2.972 2.396 -3.674
O -2.233 2.976 -3.843
H -1.495 -4.668 -0.192
H -1.700 -3.315 -0.844
O -2.164 -3.977 -0.323
```

Record 6
C3H33NO14 | ωB97M-V with the def2-TZVPD basis set

Results
Multiplicity ... 1
Relative energy (zero: lowest compared OMol25 entry of this formula, charge and spin) ... 2.401 eV
LUMO ... 0.0 eV

Structure (XYZ):
```
51
C3H33NO14 ωB97M-V with the def2-TZVPD basis set
C -0.749 -2.112 0.342
C 0.056 -2.611 1.585
O 1.416 -2.834 1.329
N -0.253 -0.798 -0.094
C -0.202 -0.576 -1.579
O -0.581 0.730 -1.830
H -0.748 -2.748 -0.527
H -1.820 -2.118 0.601
H -0.375 -3.594 1.979
H -0.002 -1.863 2.329
H 2.008 -2.050 1.180
H -0.669 0.023 0.393
H 0.810 -0.808 -1.966
H -0.927 -1.173 -2.127
H 0.070 1.483 -1.696
H 1.614 -0.396 0.031
H 3.104 -0.518 -0.419
O 2.522 -0.529 0.335
H -1.901 3.069 0.511
H -2.365 2.007 -0.479
O -2.344 2.969 -0.357
H 3.843 1.372 0.442
H 3.835 2.869 0.060
O 4.398 2.084 0.130
H -3.985 -0.038 2.304
H -2.964 -0.534 1.207
O -3.071 -0.219 2.104
H 1.385 -0.214 2.233
H 2.150 0.617 3.305
O 1.283 0.433 2.935
H -1.726 1.069 1.825
H -0.323 0.641 2.128
O -0.813 1.236 1.492
H 3.749 1.018 -1.988
H 2.232 0.766 -2.108
O 3.094 0.313 -2.154
H 1.609 -2.662 -1.344
H 0.922 -3.953 -1.668
O 1.008 -3.058 -2.014
H 0.539 3.681 1.339
H 1.195 2.342 1.603
O 1.383 3.232 1.288
H 0.060 3.378 -1.197
H 1.308 2.650 -0.509
O 0.821 2.820 -1.373
H -4.477 -2.437 -1.749
H -3.175 -1.740 -1.539
O -3.562 -2.481 -2.024
H -2.421 0.652 -1.750
H -3.914 0.275 -1.469
O -3.048 0.335 -1.049
```

Record 7
C3H33NO16S | ωB97M-V with the def2-TZVPD basis set

Results
Multiplicity ... 1
Relative energy (zero: lowest compared OMol25 entry of this formula, charge and spin) ... 3.379 eV
LUMO ... 4.8 eV
Total charge ... -2

Structure (XYZ):
```
54
C3H33NO16S ωB97M-V with the def2-TZVPD basis set
O -1.237 0.294 2.045
C -0.804 0.352 0.880
O -0.904 1.505 0.342
C 0.057 -0.906 0.327
C 1.574 -0.486 0.132
S 2.672 -1.960 0.456
N -0.449 -1.265 -0.988
H 0.100 -1.734 1.292
H 1.725 -0.004 -0.946
H 1.743 0.403 0.913
H 0.118 -2.019 -1.467
H -0.485 -0.558 -1.714
H 2.179 -0.687 3.655
H 0.650 -0.327 3.537
O 1.324 -0.810 4.083
H 1.657 2.361 -1.636
H 0.381 1.855 -2.392
O 1.273 1.683 -2.320
H -2.434 2.391 0.702
H -2.436 2.970 2.090
O -2.811 2.994 1.295
H 3.230 -0.720 2.233
H 3.832 0.544 1.653
O 3.673 0.121 2.465
H -3.411 1.095 0.858
H -3.520 -0.233 1.622
O -3.886 0.219 0.847
H -0.012 -0.648 -4.577
H 1.285 -0.240 -3.782
O 0.849 -0.737 -4.499
H -2.110 -1.892 -3.106
H -1.730 -0.321 -3.142
O -1.859 -1.124 -3.630
H 2.843 0.943 -2.204
H 3.830 0.239 -1.503
O 3.688 1.062 -1.963
H 0.142 2.466 -0.270
H 1.526 2.778 0.253
O 0.961 3.189 -0.278
H -0.751 3.721 1.348
H 0.446 3.008 1.496
O -0.183 3.512 2.066
H -3.786 -1.769 0.100
H -2.447 -1.624 -0.667
O -3.306 -2.032 -0.663
H -1.388 -1.725 2.408
H -0.539 -1.368 3.698
O -0.986 -2.049 3.263
H -1.591 1.736 -1.377
H -2.838 1.569 -1.677
O -1.999 1.523 -2.101
H -0.290 -3.621 -1.877
H 0.614 -3.527 -0.764
O 0.267 -4.175 -1.350
```

Record 8
C3H33O14Y | ωB97M-V with the def2-TZVPD basis set

Results
Multiplicity ... 1
Relative energy (zero: lowest compared OMol25 entry of this formula, charge and spin) ... 0.000 eV
LUMO ... -7.9 eV
Total charge ... +2

Structure (XYZ):
```
51
C3H33O14Y ωB97M-V with the def2-TZVPD basis set
Y 0.034 23.382 -31.445
C -0.619 19.914 -29.236
C -1.319 20.070 -30.608
C -2.818 19.786 -30.363
O -1.072 21.335 -31.151
H 0.431 20.192 -29.262
H -0.730 18.871 -28.967
H -1.131 20.591 -28.549
H -0.887 19.312 -31.275
H -3.389 19.651 -31.283
H -3.278 20.597 -29.799
H -2.878 18.844 -29.818
O -1.505 23.557 -29.676
H -2.261 22.946 -29.765
H -1.455 23.764 -28.727
O 2.810 20.849 -28.733
H 3.487 20.442 -28.179
H 2.701 20.219 -29.476
O 2.624 18.396 -30.101
H 2.759 17.442 -30.173
H 1.889 18.577 -30.702
O 1.281 22.852 -29.463
H 1.929 22.091 -29.343
H 0.955 23.040 -28.573
O -3.293 21.558 -26.946
H -3.985 21.526 -26.274
H -3.767 21.532 -27.790
O 0.261 18.791 -25.930
H -0.359 18.676 -26.657
H -0.123 19.489 -25.387
O -5.949 18.935 -30.229
H -5.167 18.800 -29.688
H -6.067 19.889 -30.245
O -0.448 16.606 -30.211
H -0.523 17.155 -29.427
H -0.633 15.712 -29.895
O 1.259 18.947 -33.135
H 0.635 18.209 -33.139
H 1.824 18.792 -33.905
O -2.494 20.250 -33.996
H -2.030 19.452 -34.278
H -2.478 20.217 -33.027
O -5.575 21.564 -28.824
H -6.239 21.974 -29.393
H -5.912 21.697 -27.928
O -0.511 22.601 -33.684
H -0.432 23.014 -34.559
H -1.041 21.777 -33.831
O 1.635 21.612 -32.031
H 1.363 20.756 -32.443
H 2.568 21.726 -32.274
```

Record 9
C3H34N2O12S | ωB97M-V with the def2-TZVPD basis set

Results
Multiplicity ... 1
Relative energy (zero: lowest compared OMol25 entry of this formula, charge and spin) ... 2.430 eV
LUMO ... -0.1 eV

Structure (XYZ):
```
52
C3H34N2O12S ωB97M-V with the def2-TZVPD basis set
C -0.071 0.049 -1.323
C 0.853 1.236 -1.314
S 2.737 0.961 -1.344
N -1.383 0.660 -1.085
C -2.546 -0.233 -1.215
N -2.458 -1.462 -0.409
H -0.110 -0.611 -2.184
H 0.193 -0.540 -0.458
H 0.730 1.928 -0.488
H 0.977 1.887 -2.251
H 2.680 -0.416 -1.570
H -1.597 1.416 -1.745
H -3.430 0.365 -1.034
H -2.709 -0.685 -2.216
H -1.636 -2.043 -0.574
H -2.606 -1.325 0.626
H 0.984 2.891 2.661
H 0.477 1.661 3.224
O 0.137 2.548 3.002
H 0.834 -1.053 -4.159
H 2.215 -1.121 -3.741
O 1.369 -1.509 -3.489
H -1.177 -4.918 -0.164
H -0.004 -3.889 -0.792
O -0.695 -4.098 -0.157
H -0.546 4.068 -1.739
H 0.792 3.748 -1.364
O 0.301 4.544 -1.618
H -1.126 0.143 1.040
H -1.915 0.454 2.369
O -1.086 0.096 2.043
H 1.919 -2.437 0.892
H 3.091 -1.355 0.298
O 2.263 -1.821 0.216
H 2.841 0.922 2.122
H 1.811 0.548 1.131
O 1.915 1.104 1.909
H 0.415 -2.383 2.524
H -0.036 -3.209 1.344
O 0.737 -3.066 1.928
H 2.306 -3.737 -1.200
H 1.585 -3.293 -2.581
O 1.676 -3.961 -1.896
H -2.151 4.141 -0.188
H -3.141 3.643 -1.107
O -2.175 3.650 -1.026
H -1.551 -2.620 3.799
H -1.933 -1.161 3.975
O -2.311 -2.045 3.907
H -2.067 2.136 1.553
H -1.380 3.033 2.442
O -2.239 2.992 1.961
```

Record 10
C3H34NO12 | ωB97M-V with the def2-TZVPD basis set

Results
Multiplicity ... 1
Relative energy (zero: lowest compared OMol25 entry of this formula, charge and spin) ... 2.024 eV
LUMO ... -2.8 eV
Total charge ... +1

Structure (XYZ):
```
50
C3H34NO12 ωB97M-V with the def2-TZVPD basis set
C -2.050 -1.069 1.243
C -1.332 -0.883 -0.106
C -2.025 0.098 -1.041
N -1.098 -1.018 2.433
H -2.963 -0.261 1.377
H -2.592 -2.109 1.346
H -1.079 -1.957 -0.461
H -0.282 -0.534 -0.015
H -3.066 -0.011 -1.074
H -1.737 1.060 -0.690
H -1.508 0.116 -2.052
H -1.225 -0.104 2.860
H -1.414 -1.706 3.148
H -0.152 -1.217 2.178
H -2.527 4.295 -1.114
H -1.160 3.564 -0.904
O -2.085 3.430 -1.155
H -1.006 2.457 0.801
H 0.385 3.456 1.316
O -0.387 2.775 1.592
H 3.595 0.764 0.604
H 4.175 0.457 2.072
O 4.311 0.617 1.120
H 4.486 2.596 1.394
H 3.757 3.218 2.710
O 3.819 3.229 1.746
H 1.803 -0.462 -0.897
H 2.801 0.596 -1.634
O 2.329 0.417 -0.863
H 0.285 -5.418 -0.985
H -0.554 -4.598 -1.982
O -0.307 -4.588 -0.998
H 0.633 -3.000 -1.259
H 0.856 -2.648 -2.806
O 1.140 -2.311 -1.900
H 0.038 1.379 2.560
H 1.225 1.583 3.459
O 0.618 0.918 3.210
H 2.079 -1.745 0.697
H 1.744 -2.550 1.859
O 1.585 -1.704 1.537
H 1.590 2.758 -0.465
H 2.079 3.996 0.229
O 1.250 3.544 -0.093
H -3.953 -0.010 -2.348
H -4.180 1.267 -2.985
O -4.438 0.341 -3.075
H -1.142 -2.221 -3.769
H -1.545 -3.703 -3.343
O -0.780 -3.105 -3.479
```